1.
Below is a cluster of 2 separate species, C5H14N2 in total at a distorted geometry, with properties calculated with the ωB97M-V functional and the def2-TZVPD basis.

Positions of all 21 atoms, in Å:
1 C -2.7796 0.7478 -0.1501
2 C 1.8340 1.2630 0.6577
3 C 2.0401 -0.9277 -0.8182
4 C -1.3299 0.3868 -0.4614
5 C 1.5174 -0.1506 0.3937
6 N -1.1500 -1.5458 0.6966
7 N -0.7476 -0.2533 0.6486
8 H -3.5933 0.0843 -0.5660
9 H -2.8008 0.7541 0.9388
10 H -3.0801 1.7695 -0.6452
11 H 1.2054 1.9730 0.0661
12 H 1.7861 1.5219 1.7351
13 H 2.9377 1.4777 0.5070
14 H 2.0068 -2.0608 -0.7193
15 H 3.0750 -0.7628 -1.1084
16 H 1.5641 -0.5508 -1.7170
17 H -1.3835 -0.2551 -1.3086
18 H -0.8790 1.2958 -0.6904
19 H 1.5606 -0.7646 1.2129
20 H -1.0495 -2.0596 -0.1139
21 H -0.7338 -1.9428 1.4421

Properties
LUMO energy (alpha / beta): 1.1 / 1.0 eV
HOMO level (alpha / beta): -7.39 / -7.10 eV
charge: 0
gap between HOMO and LUMO (alpha / beta): 8.46 / 8.08 eV


2.
Below is the molecule C5H14N2 at a distorted geometry, with properties calculated with the ωB97M-V functional and the def2-TZVPD basis.

Positions of all 21 atoms, in Å:
1 C -0.2103 -0.5267 0.7969
2 N -0.9774 -1.8986 0.8836
3 C 0.0055 -3.1037 1.1376
4 C -0.8988 0.7490 0.2389
5 C -0.6996 1.1659 -1.1723
6 C 0.8439 1.4912 -1.5130
7 N 1.5460 2.1705 -0.3072
8 H -0.0227 -0.2481 1.8183
9 H 0.7067 -0.8071 0.2818
10 H -1.1290 -1.9807 -0.1727
11 H 0.2416 -3.0404 2.2280
12 H -0.5894 -3.9815 0.8729
13 H 0.8904 -2.9962 0.4066
14 H -1.8979 0.8915 0.7539
15 H -0.4265 1.6253 0.6941
16 H -1.3234 0.4870 -1.7585
17 H -1.3025 2.0159 -1.3625
18 H 0.8088 2.3880 -2.2254
19 H 1.3178 0.6029 -1.9286
20 H 2.1865 2.8920 -0.6574
21 H 2.3148 1.5934 0.0861

Properties
LUMO energy: 1.0 eV
HOMO level: -9.09 eV
SMILES string: CNCCCCN
charge: 0
gap between HOMO and LUMO: 10.05 eV


3.
Below is the ion C5H14N2 with charge +2, with properties calculated with the ωB97M-V functional and the def2-TZVPD basis.

Positions of all 21 atoms, in Å:
1 C -0.1341 1.2091 -2.0733
2 C 0.7378 0.6968 -0.9135
3 C 0.2677 -0.6575 -0.3340
4 C -0.1772 -0.5678 1.0958
5 C -1.3892 -0.9296 1.4831
6 N -1.7920 -0.8857 2.9072
7 N 2.1716 0.5842 -1.4035
8 H -0.8737 0.5030 -2.4388
9 H -0.6647 2.1160 -1.7718
10 H 0.4610 1.5384 -2.9359
11 H 0.7539 1.4697 -0.1564
12 H 0.9973 -1.4741 -0.4100
13 H -0.5277 -1.0688 -0.9598
14 H 0.4829 -0.2081 1.8749
15 H -2.1909 -1.2560 0.8354
16 H -2.0184 0.0517 3.2503
17 H -1.0834 -1.2882 3.5283
18 H -2.6167 -1.4703 3.0889
19 H 2.7630 -0.0020 -0.7920
20 H 2.6409 1.4880 -1.5428
21 H 2.1920 0.1515 -2.3321

Properties
LUMO energy: -6.6 eV
HOMO level: -18.64 eV
SMILES string: C[C@H]([NH3+])C/C=C/[NH3+]
charge: +2
gap between HOMO and LUMO: 12.07 eV


4.
Below is the ion C5H14N2 with charge +2 at a distorted geometry, with properties calculated with the ωB97M-V functional and the def2-TZVPD basis.

Positions of all 21 atoms, in Å:
1 C -1.0711 0.3591 -1.4545
2 C -1.4003 -0.4030 -0.0357
3 C -0.3013 0.0884 0.9738
4 C 1.0133 -0.4627 0.6302
5 C 2.0464 0.3101 0.2440
6 N 3.3542 -0.2244 -0.1798
7 N -2.8363 0.1057 0.3603
8 H -1.9971 0.2607 -2.1354
9 H -0.8588 1.4753 -1.1915
10 H -0.2720 -0.1847 -1.9896
11 H -1.4672 -1.4680 -0.1340
12 H -0.6862 -0.2866 1.9823
13 H -0.2844 1.1210 1.1440
14 H 1.1748 -1.5135 0.6971
15 H 2.0196 1.3862 0.4743
16 H 4.1218 0.3497 0.1501
17 H 3.5704 -0.4674 -1.1968
18 H 3.2111 -1.0711 0.3771
19 H -3.4095 -0.0810 -0.4854
20 H -2.6905 1.1237 0.6067
21 H -3.2369 -0.4173 1.1628

Properties
LUMO energy: -6.9 eV
HOMO level: -18.43 eV
SMILES string: C[C@H]([NH3+])C/C=C/[NH3+]
charge: +2
gap between HOMO and LUMO: 11.49 eV